This record from the Open Molecules 2025 dataset describes a 10-piece molecular cluster, C59H133N5O10 overall at a distorted geometry. The level of theory is the ωB97M-V functional and the def2-TZVPD basis.

Geometry (Å):
O 6.833 1.950 -0.462
H 2.393 -7.976 1.790
H -2.289 1.469 5.040
H -1.231 0.627 -1.343
H 4.167 4.767 -2.228
O 0.794 -2.975 -2.769
C -5.811 -0.336 4.476
H 1.361 -3.985 4.815
H -1.337 -3.860 -4.477
N 2.688 5.431 -1.238
H -7.564 -2.213 4.289
H 2.290 -4.971 -3.494
H -2.949 0.423 -5.150
C 2.328 -2.289 3.147
H 0.292 6.603 -2.152
N -4.224 -1.804 3.302
H 8.370 0.082 -3.415
O 2.323 -0.015 -3.490
H -4.178 -4.505 6.041
C 1.106 -0.657 -0.763
H 1.192 -9.329 0.064
C 1.420 -5.258 -2.822
H -4.557 -3.330 1.220
H 1.067 -6.239 -3.158
H 3.302 1.129 0.478
C -4.509 -0.701 -3.487
C 5.542 0.591 1.582
C -3.021 3.263 2.313
H -4.589 1.793 2.611
H -4.856 0.239 4.464
H 0.169 3.514 3.346
C -4.919 0.479 -4.288
H -5.383 -1.323 -3.216
C 1.314 -0.149 -5.692
H -2.361 -1.703 1.627
H 8.323 1.608 -2.596
H -5.545 1.130 -3.637
O -2.516 1.049 1.566
H -3.891 -1.326 -4.186
C 0.499 -8.405 0.063
H 6.137 2.401 -0.989
C 1.461 6.865 0.305
H 1.326 2.611 -2.078
H -1.667 -3.310 1.635
H -2.331 -2.055 -2.400
H -3.911 -2.373 -1.651
H -2.414 -2.983 4.908
H 4.234 -1.644 0.479
H -5.058 3.270 3.056
H -3.319 3.286 -1.925
H -0.456 -4.464 -2.083
H -1.372 -2.085 2.917
H 1.035 1.200 3.410
C -3.701 2.942 -2.876
H -0.342 -5.988 2.419
H -4.312 0.818 -0.426
H -1.643 3.273 -4.462
H -3.892 -0.384 1.951
C -3.422 -2.966 2.986
H 2.003 5.651 -3.841
H 0.777 -7.767 -0.768
H -5.612 0.783 -1.554
H -1.122 0.231 4.786
C 1.719 4.676 -3.408
C 0.187 6.185 -0.094
O -2.121 1.039 -1.296
C -3.113 -1.618 -1.732
H 5.959 -1.688 0.470
C 6.679 0.206 -2.076
H 0.508 -0.747 -5.250
H 6.361 -1.757 -3.101
O 0.220 -0.288 -1.888
C -4.963 -2.537 5.440
H -0.651 6.899 0.003
H 4.630 0.323 2.096
H 0.081 -5.539 0.839
H 7.330 -1.682 -1.562
H 0.832 4.264 -3.826
H 8.859 0.092 -1.742
N -1.975 2.246 2.129
H 1.683 -1.610 3.676
C 8.174 0.515 -2.437
H 6.017 1.999 -3.104
H 1.670 4.253 1.186
C 1.510 4.800 -1.851
C -6.731 -2.471 3.656
H 3.006 1.995 -6.161
C 4.014 1.067 -0.351
H -0.913 1.691 -4.303
H -6.353 -0.190 5.415
H -2.606 0.180 3.815
C -3.459 3.845 0.954
H -2.398 3.599 5.142
H 0.785 -3.682 2.521
C 3.984 6.718 0.311
C 5.088 -1.249 0.011
H 1.335 7.100 1.341
C 3.246 1.390 -5.254
C -5.428 -1.795 4.198
C -2.094 -2.538 2.243
C 1.787 -3.706 2.854
O -4.510 -1.131 2.038
H 4.822 0.743 -2.959
H -4.014 2.244 4.050
H -1.335 -6.564 1.101
H 0.201 -2.232 -2.607
C 0.518 -7.653 1.313
H 1.277 1.520 -4.332
C 6.433 -1.336 -2.083
H -0.010 2.662 4.865
H 2.030 -0.830 -6.114
C -1.741 4.029 4.410
H -6.650 -3.542 3.633
H -0.545 -8.764 -0.065
H 1.064 0.456 -6.547
O 1.866 -7.204 1.594
H 0.254 -3.960 -5.023
H 0.489 1.730 1.804
H 4.300 -1.135 -1.936
H 4.140 2.140 -0.478
H 4.868 -2.766 -1.446
H 4.017 0.680 -5.545
H -2.512 1.207 0.613
H 0.757 0.073 -2.607
H 0.274 -8.309 2.182
H -5.438 0.171 -5.196
C -4.193 2.636 3.084
H 4.891 6.175 0.227
C 5.850 0.913 -3.102
H 0.147 -2.511 -0.351
H 2.935 -4.768 4.310
H 6.180 0.494 -4.078
C 1.220 3.336 -1.297
H 2.866 5.096 2.203
H -2.657 -1.501 -0.706
H -2.653 4.101 0.343
H -0.659 -5.453 -4.534
H -3.848 1.963 -5.390
H 0.950 -1.816 0.960
H -3.195 5.168 3.355
H -5.267 -0.665 -0.673
O 3.812 4.499 -1.395
H 2.410 -1.678 2.264
C 2.623 4.779 1.160
H 2.480 -0.928 -3.671
H 4.164 7.143 1.312
H -3.562 3.785 -3.580
C -3.621 1.191 -4.677
H 2.453 -5.164 1.685
H 2.567 4.040 -3.632
C -4.109 -3.914 2.006
H 3.998 7.551 -0.433
C 1.878 -4.568 4.047
C -1.846 0.888 4.272
H -6.854 -2.130 2.633
H 6.402 -0.035 1.909
C -0.588 3.079 3.996
H -6.410 0.137 3.682
O 2.640 -4.198 1.785
H 1.322 0.273 -0.295
H -2.562 -4.550 4.204
H -4.940 -4.476 2.442
C -1.095 1.808 3.265
H -3.408 -4.695 1.656
H 3.354 3.980 0.973
C -3.093 -3.628 4.355
H 3.310 -2.227 3.631
H 2.033 -1.058 -1.159
C -3.723 -0.323 -2.258
H -4.771 2.776 -2.636
H -0.601 -1.107 0.591
H -0.012 0.171 2.362
C -2.420 4.407 3.106
H 3.576 0.671 -1.229
C 2.008 0.752 -4.695
C 0.282 5.646 -1.569
C 0.174 1.180 2.664
H 1.921 -5.334 -1.871
C 0.244 -4.283 -2.896
H 1.334 -5.517 3.870
C -1.575 2.367 -3.791
N 6.571 0.520 -0.613
H -4.096 3.117 0.389
H 0.190 3.220 -0.925
H -5.005 -4.534 4.534
H -4.044 4.731 1.104
H -0.093 5.362 0.555
H -0.622 5.169 -1.877
H -5.793 -2.581 6.171
H 5.670 1.650 1.706
C -2.931 1.772 -3.440
C -4.758 0.203 -1.164
C 2.707 5.928 0.149
H 1.635 7.783 -0.318
C 0.343 -1.535 0.145
H -1.239 4.952 4.820
H -4.124 -1.891 5.826
H 1.888 3.026 -0.480
C 5.056 -1.692 -1.435
H -1.133 2.687 -2.828
H 3.690 2.091 -4.531
C -0.286 -6.402 1.391
C -4.349 -3.912 5.137
C 5.259 0.295 0.141
H -1.715 4.971 2.476
C -0.407 -4.377 -4.308
N -2.628 0.639 -2.554

The strongest force on any atom is 3.05 eV/Å. The value obtained for the HOMO energy is -8.145 eV. As for the energy relative to the best compared isomer or geometry (same formula, charge and spin): 21.39 kcal per mole. Its SMILES is CC1(C)CCCC(C)(C)N1O.CC1(C)CCCC(C)(C)N1O.CC1(C)CCCC(C)(C)N1O.CC1(C)CCCC(C)(C)N1O.CC1(C)CCCC(C)(C)N1O.CC(C)O.CC(C)O.CC(C)O.CC(C)O.CCO. As for the gap between HOMO and LUMO: 0.3197 Eh.

Mulliken population analysis, charges in e, atoms 1 to 2:
1. O -0.56
2. H 0.25